No. 1
The following is a quantum chemistry calculation of one molecule with the formula C4H8N2O2 in a non-equilibrium geometry, from OMol25.

Last column: Mulliken charge in e.
Atoms and positions in Å:
C -1.2492 0.6782 0.6544  -1.262
C -0.4879 -0.4979 0.1443  0.767
C -1.1770 -1.7908 -0.1226  -1.196
N 0.7905 -0.4360 -0.0466  0.602
O 1.5270 -1.3798 -0.4991  -0.728
C 1.6057 0.7622 0.2235  0.200
N 1.5783 1.6301 -0.8066  -0.325
O 2.2223 0.8904 1.2354  -0.548
H -2.2282 0.6809 0.1743  0.377
H -1.3861 0.5726 1.7320  0.261
H -0.7604 1.6299 0.4767  0.395
H -2.1618 -1.8349 0.3658  0.369
H -1.3106 -1.9432 -1.2373  0.252
H -0.5161 -2.6177 0.2454  0.333
H 2.2526 2.3708 -0.7972  0.247
H 1.3010 1.2852 -1.7427  0.256

Energy above the lowest of the compared OMol25 structures with the same formula, charge and spin = 64.9 kcal per mole
HOMO = -8.52 eV
SMILES string = CC(C)=[N+]([O-])C(N)=O
DFT total energy = -417.1525 Ha
LUMO level = 0.713 eV

***

No. 2
The following is a quantum chemistry calculation of C19H33Cl2N2O3PbS as an isolated structure in a non-equilibrium geometry, from OMol25.

Last column: Mulliken charge in e.
Atoms and positions in Å:
O -0.3680 2.3204 -2.2020  -0.479
C -0.1188 3.5151 -2.2736  0.014
C 0.2057 4.1416 -3.6187  0.508
C 0.0495 3.3469 -4.7682  -0.311
H -0.4601 2.3820 -4.6798  0.363
C 0.6185 3.7473 -5.9809  -0.448
H 0.5741 3.0681 -6.8338  0.351
C 1.2373 5.0079 -6.0620  -0.309
H 1.6884 5.2997 -7.0094  0.344
C 1.2491 5.8719 -4.9584  -0.457
H 1.7106 6.8642 -5.0527  0.324
C 0.6939 5.4571 -3.7399  -0.476
H 0.6802 6.1093 -2.8627  0.338
H -0.1004 4.2984 -1.4582  0.241
C 3.4227 0.5120 0.6569  -1.235
C 2.4707 -0.2491 1.4669  0.142
H 4.4304 0.4839 1.0853  0.399
H 3.1244 1.5571 0.5373  0.235
H 3.4467 0.0819 -0.3529  0.217
C 2.6167 -0.9676 2.5646  -0.100
C 3.8541 -1.0606 3.4479  -1.265
H 1.7972 -1.5985 2.9403  0.334
H 4.7065 -0.5376 2.9909  0.315
H 4.1253 -2.1151 3.6067  0.253
H 3.6742 -0.6087 4.4349  0.241
Pb 0.3383 -0.4678 0.2863  0.957
Cl 0.9947 -1.5587 -1.9903  -0.711
Cl -0.3563 2.0610 0.5595  -0.774
H -2.9709 -0.3896 -3.3603  0.334
H -2.9192 -2.6557 -3.9411  0.281
C -2.2719 -0.5132 -2.5202  -1.014
C -2.2390 -2.9142 -3.1186  -0.906
N -2.3210 -1.8959 -2.0890  0.358
H -2.5484 0.1322 -1.6830  0.255
C -2.3447 -2.2344 -0.7870  0.215
O -2.4339 -1.4315 0.1595  -0.667
H -2.5346 -3.8772 -2.6905  0.326
H -2.2504 -3.3308 -0.6457  0.170
H -1.2527 -0.2543 -2.8469  0.356
H -1.2200 -3.0114 -3.5236  0.280
H -2.6667 -0.2008 5.9559  0.302
H -4.3171 1.2652 4.5817  0.308
C -1.8508 0.2967 5.4246  -0.903
C -3.4416 1.7170 4.1024  -0.881
N -2.3092 0.7970 4.1387  0.160
H -1.0140 -0.3969 5.2821  0.238
C -1.7429 0.4016 2.9818  0.509
O -0.8268 -0.4160 2.8772  -0.614
H -3.6500 1.9288 3.0454  0.240
H -2.1935 0.9244 2.1121  0.000
H -1.5450 1.1193 6.0772  0.297
H -3.2110 2.6467 4.6343  0.316
C 0.1221 -5.5106 2.4685  -0.977
S 0.2148 -4.3338 1.1194  0.137
C 2.0041 -4.3910 0.8766  -0.731
H -0.7807 -5.2732 3.0478  0.311
H 1.0266 -5.4165 3.0877  0.282
H 0.0347 -6.5163 2.0264  0.273
H 2.5034 -4.8052 1.7586  0.309
H 2.2337 -5.0350 0.0131  0.312
H 2.4109 -3.3873 0.7008  0.112

Energy above the lowest of the compared OMol25 structures with the same formula, charge and spin = 0.0 kcal per mole
HOMO = -2.80 eV
DFT total energy = -2590.4774 Ha
LUMO level = 2.505 eV
Charge = -1